# 1
{"formula": "C4H4", "method": "the ωB97M-V functional and the def2-TZVPD basis", "species": ["C", "C", "C", "C", "H", "H", "H", "H"], "xyz": [[1.15057, 0.18331, -0.20345], [0.62690, -0.95826, 0.26238], [-0.84842, -0.60749, -0.12582], [-0.09276, 0.72798, 0.10370], [1.96541, 0.75639, -0.20506], [-0.69304, -0.85244, -1.23743], [-1.74157, -0.78803, 0.45399], [-0.36709, 1.53853, 0.95168]], "spin_multiplicity": 3, "de_lowest_kj_mol": 174.2, "max_force_ev_per_a": 5.52, "s2": 2.036, "gap_ev": [6.77, 9.03], "e_homo_ev": [-5.81, -10.35]}

---

# 2
{"formula": "C34H37CrN6O4S4", "method": "the ωB97M-V functional and the def2-TZVPD basis", "species": ["Cr", "C", "C", "N", "N", "C", "S", "S", "C", "C", "C", "C", "C", "C", "C", "C", "C", "C", "C", "C", "C", "O", "H", "H", "H", "H", "H", "H", "H", "H", "H", "H", "H", "H", "H", "H", "O", "C", "C", "O", "O", "C", "C", "C", "C", "C", "C", "C", "C", "C", "C", "C", "C", "H", "H", "H", "H", "H", "H", "H", "H", "H", "H", "H", "C", "N", "C", "S", "N", "C", "H", "H", "H", "H", "H", "H", "H", "H", "N", "C", "N", "S", "H", "H", "H", "H"], "xyz": [[0.10928, -0.13000, -0.38875], [1.08609, 1.21878, -3.71643], [-0.02275, 1.64536, -2.81382], [0.21938, 2.00556, -1.58760], [-0.63035, 2.83930, -0.98807], [-1.11995, 2.70749, 0.17187], [-1.13232, 1.26799, 1.12020], [-1.82711, 4.06801, 1.01742], [-2.44309, 5.21858, -0.26567], [-1.46862, 5.71458, -1.29145], [-1.98005, 6.15062, -2.50939], [-1.14185, 6.63199, -3.49748], [0.22548, 6.67631, -3.28629], [0.73945, 6.25750, -2.07162], [-0.10024, 5.78945, -1.07493], [-1.42185, 1.39256, -3.20076], [-2.20017, 2.02951, -4.14639], [-3.51601, 1.63885, -4.34675], [-4.05586, 0.59237, -3.61303], [-3.30282, -0.06224, -2.66128], [-1.98657, 0.34073, -2.41995], [-1.23046, -0.24551, -1.53320], [2.04876, 1.35468, -3.23259], [1.05446, 1.81250, -4.62807], [0.96808, 0.17213, -3.99622], [-2.82342, 6.05020, 0.33653], [-3.29073, 4.72647, -0.74699], [-3.04696, 6.11943, -2.68110], [-1.55928, 6.97770, -4.43205], [0.88492, 7.03682, -4.06347], [1.80309, 6.30147, -1.89127], [0.31849, 5.47147, -0.13232], [-1.78846, 2.85883, -4.70307], [-4.12380, 2.14363, -5.08121], [-5.07902, 0.28912, -3.77383], [-3.70664, -0.85716, -2.04930], [-0.88482, -1.63426, 1.62432], [0.22989, -2.01094, 2.41550], [1.47474, -1.66990, 1.52727], [2.53767, -2.28673, 1.54701], [1.24639, -0.62547, 0.84987], [0.50751, -1.11290, 3.62307], [-0.32865, -0.07566, 4.01629], [0.05531, 0.79246, 5.02690], [1.26967, 0.63799, 5.66870], [2.09374, -0.41509, 5.30868], [1.71274, -1.28240, 4.30242], [0.06704, -3.46266, 2.82710], [-1.22156, -3.97980, 2.94518], [-1.41995, -5.28729, 3.34949], [-0.33515, -6.09111, 3.65785], [0.94744, -5.59403, 3.51385], [1.15077, -4.28761, 3.10455], [-1.46182, -1.05098, 2.13679], [-1.27889, 0.11125, 3.53916], [-0.59579, 1.60845, 5.29928], [1.58238, 1.33648, 6.43080], [3.04883, -0.55560, 5.79587], [2.37760, -2.08263, 4.02235], [-2.07655, -3.36482, 2.70410], [-2.42439, -5.67764, 3.43123], [-0.48952, -7.10077, 4.00595], [1.80167, -6.22117, 3.72676], [2.15529, -3.92550, 2.96460], [-0.70646, -4.36911, -2.74633], [-0.14331, -3.14263, -2.22891], [1.04175, -2.95382, -1.63020], [1.77249, -1.43632, -1.84486], [1.74830, -3.88617, -0.98654], [1.33516, -5.20619, -0.55858], [-1.55513, -4.10728, -3.37036], [-1.05961, -5.02054, -1.94959], [0.02703, -4.89746, -3.35885], [-0.50426, -2.28661, -2.63233], [2.55457, -3.51211, -0.49872], [1.12813, -5.85108, -1.41274], [0.45279, -5.16075, 0.08305], [2.14647, -5.64339, 0.01934], [3.62229, 0.58960, 1.99904], [3.08737, 1.46512, 1.12154], [3.14968, 1.17437, -0.19285], [2.48326, 2.92229, 1.63049], [3.71052, -0.38422, 1.73839], [3.44938, 0.78077, 2.97396], [3.40573, 0.25099, -0.51030], [2.65312, 1.77778, -0.83128]], "spin_multiplicity": 2, "de_lowest_kj_mol": 322.9, "max_force_ev_per_a": 2.30, "s2": 0.763, "gap_ev": [6.83, 7.27], "e_homo_ev": [-7.40, -7.40]}

---

# 3
{"formula": "C38H93F2N8NiO11S2", "method": "the ωB97M-V functional and the def2-TZVPD basis", "species": ["Ni", "N", "S", "O", "O", "F", "S", "O", "O", "F", "C", "C", "C", "C", "C", "C", "N", "O", "C", "C", "C", "H", "H", "H", "H", "H", "H", "H", "H", "H", "H", "H", "H", "H", "H", "H", "H", "H", "H", "H", "C", "C", "C", "C", "C", "C", "N", "O", "C", "C", "C", "H", "H", "H", "H", "H", "H", "H", "H", "H", "H", "H", "H", "H", "H", "H", "H", "H", "H", "H", "C", "C", "C", "O", "C", "N", "H", "H", "H", "H", "H", "H", "H", "H", "H", "H", "H", "C", "C", "C", "O", "C", "N", "H", "H", "H", "H", "H", "H", "H", "H", "H", "H", "H", "C", "C", "C", "O", "C", "N", "H", "H", "H", "H", "H", "H", "H", "H", "H", "H", "H", "C", "C", "C", "O", "C", "N", "H", "H", "H", "H", "H", "H", "H", "H", "H", "H", "H", "C", "C", "C", "O", "C", "N", "H", "H", "H", "H", "H", "H", "H", "H", "H", "H", "H"], "xyz": [[3.15364, 0.62825, -2.25822], [1.32698, 0.55212, -1.55367], [0.60637, 0.92942, -0.20114], [0.70839, -0.01039, 0.93240], [-0.61560, 1.77884, -0.34914], [1.61666, 2.13877, 0.10373], [-0.19069, -0.18786, -2.15848], [-1.05078, 0.70882, -2.95865], [-0.63450, -1.39908, -1.50918], [0.70829, -0.84562, -3.26178], [2.14991, -0.04629, 6.90561], [2.27503, 0.25230, 5.38991], [1.05200, -0.31268, 4.54368], [-0.23373, 0.60397, 4.70616], [0.07568, 2.05494, 4.37739], [1.33225, 2.58350, 5.15527], [2.47955, 1.64623, 5.12600], [3.61614, 2.18565, 5.73850], [1.84267, 3.82127, 4.29905], [1.03819, 3.09560, 6.53125], [3.43246, -0.47359, 4.77876], [2.67252, 0.63907, 7.57290], [2.64860, -0.98602, 7.14287], [1.10528, -0.09168, 7.21349], [1.26155, -0.63293, 3.52307], [0.71494, -1.18170, 5.10874], [-0.57278, 0.45647, 5.73153], [-0.99042, 0.27443, 3.99417], [-0.70817, 2.80395, 4.48998], [0.27950, 2.06490, 3.30666], [0.97555, 4.47965, 4.24657], [2.76404, 4.25683, 4.68567], [1.99721, 3.51965, 3.26308], [0.50327, 2.34632, 7.11480], [1.92131, 3.42945, 7.07599], [0.44814, 4.01141, 6.49582], [3.67961, -0.10224, 3.78422], [3.09830, -1.51078, 4.80500], [4.25101, -0.34573, 5.48709], [3.48122, 1.99552, 6.66976], [-3.57465, 2.73367, -3.34321], [-3.84768, 4.24015, -3.63765], [-4.78277, 4.84147, -2.51975], [-4.14676, 5.25845, -1.21996], [-2.85124, 6.13484, -1.38875], [-1.88633, 5.56046, -2.36750], [-2.63677, 5.12632, -3.65296], [-1.74613, 4.64380, -4.56219], [-1.09020, 6.87322, -2.78239], [-1.05788, 4.44545, -1.63515], [-4.61231, 4.48255, -4.95305], [-4.36321, 2.00252, -3.16520], [-2.87501, 2.66381, -2.51031], [-3.06020, 2.29826, -4.19986], [-5.38484, 5.68739, -2.85146], [-5.45807, 4.02811, -2.25422], [-3.82145, 4.40396, -0.62656], [-4.91687, 5.79207, -0.66292], [-2.38978, 6.28650, -0.41296], [-3.17511, 7.11660, -1.73421], [-0.19972, 6.71889, -3.39175], [-1.76865, 7.62355, -3.18836], [-0.79678, 7.31658, -1.83085], [-0.44734, 3.95629, -2.39414], [-0.41574, 4.90228, -0.88211], [-1.77866, 3.74815, -1.20812], [-4.33734, 3.72441, -5.68635], [-4.42414, 5.49852, -5.30018], [-5.68195, 4.40372, -4.75875], [-1.81967, 5.26287, -5.29222], [2.21237, 4.46484, -3.58002], [2.40181, 2.93403, -3.28527], [2.99172, 2.18155, -4.58551], [3.06292, 0.75903, -4.27267], [3.23549, -0.11887, -5.43291], [3.34899, 2.71676, -2.21143], [3.17512, 4.97594, -3.58187], [1.54922, 4.82959, -2.79562], [1.71279, 4.67578, -4.52555], [1.37959, 2.58247, -3.14534], [3.98332, 2.61544, -4.71425], [2.56147, 2.47298, -5.54367], [3.92435, -0.89184, -5.09219], [3.53894, 0.43837, -6.31920], [2.24838, -0.54709, -5.60714], [3.04352, 3.12942, -1.34166], [4.22611, 3.13365, -2.48885], [-0.42370, -6.65675, 3.65949], [-1.00691, -5.56657, 2.72194], [-0.38253, -5.62340, 1.29160], [0.92942, -4.94958, 1.31913], [0.85578, -3.53525, 1.24680], [-2.41705, -5.86331, 2.59467], [-0.73341, -6.55725, 4.69982], [0.65843, -6.52630, 3.66828], [-0.52842, -7.68548, 3.31477], [-0.80329, -4.59458, 3.17124], [-0.99778, -5.16496, 0.51739], [-0.22710, -6.67419, 1.04713], [0.61723, -3.29387, 0.21097], [1.79741, -3.12836, 1.61540], [0.10417, -3.10740, 1.91022], [-2.87036, -5.23038, 1.95123], [-2.88678, -5.78297, 3.48518], [0.59318, -8.68246, -1.95283], [0.58179, -7.24715, -2.47256], [-0.71507, -6.47048, -2.30999], [-0.61218, -5.09691, -2.71227], [-1.74738, -4.33273, -2.47651], [1.64907, -6.54056, -1.74296], [1.56328, -9.14397, -1.76842], [-0.01256, -9.22733, -2.67691], [0.20409, -8.71232, -0.93508], [0.89169, -7.26395, -3.51744], [-0.94129, -6.42759, -1.24459], [-1.57265, -6.85499, -2.86209], [-2.60302, -4.95190, -2.74598], [-1.87825, -3.44285, -3.09221], [-1.91682, -4.19091, -1.40914], [1.48697, -5.54613, -1.81314], [1.44959, -6.63072, -0.75697], [-2.81430, -0.67490, 1.27916], [-3.98028, -1.32784, 1.81285], [-5.24066, -1.18450, 0.81263], [-5.50335, 0.20883, 0.56266], [-6.42542, 0.46434, -0.44695], [-3.64790, -2.71350, 1.85904], [-2.04975, -0.77684, 2.04934], [-2.99224, 0.37777, 1.05936], [-2.38068, -0.78152, 0.28482], [-4.06952, -1.03070, 2.85776], [-6.13320, -1.61128, 1.27017], [-5.01929, -1.65919, -0.14328], [-6.30313, 0.09813, -1.46628], [-6.31453, 1.53291, -0.63123], [-7.45799, 0.36160, -0.11330], [-2.80829, -2.88575, 2.39335], [-4.40952, -3.21432, 2.29403], [4.12561, -3.19384, -0.79171], [3.65785, -1.75532, -0.85447], [4.64800, -0.76052, -0.14035], [4.47113, 0.54175, -0.54126], [5.34117, 1.49390, 0.09728], [3.65096, -1.41551, -2.25512], [3.83160, -3.74331, -1.68599], [3.77415, -3.65379, 0.13189], [5.20018, -3.20814, -0.60952], [2.64904, -1.69629, -0.44591], [5.67868, -0.96986, -0.42666], [4.60896, -0.93606, 0.93472], [6.35412, 1.15709, 0.31770], [4.88838, 1.86591, 1.01636], [5.35094, 2.40946, -0.49412], [4.61257, -1.71362, -2.33598], [3.13258, -2.15922, -2.70039]], "spin_multiplicity": 3, "charge": 1, "max_force_ev_per_a": 6.65, "s2": 2.004, "gap_ev": [6.87, 5.55], "e_homo_ev": [-9.85, -9.85]}

---

# 4
{"formula": "C4H7N2P", "method": "the ωB97M-V functional and the def2-TZVPD basis", "species": ["C", "C", "C", "C", "N", "N", "P", "H", "H", "H", "H", "H", "H", "H"], "xyz": [[-1.09285, -0.96619, 0.68411], [-0.07537, -1.32835, -0.25990], [-0.49252, -0.21918, 1.66774], [1.05981, -0.63465, 0.12743], [0.81507, -0.05234, 1.36823], [0.38113, 1.78893, -2.17158], [1.63887, 2.65772, -1.53512], [-2.10259, -1.37930, 0.54793], [-0.15404, -1.92244, -1.06804], [-0.85776, 0.14844, 2.53271], [2.09610, -0.53419, -0.12868], [-0.08016, 1.10566, -1.55902], [0.22110, 1.68417, -3.16382], [1.27849, 0.62214, 1.90860]], "de_lowest_kj_mol": 176.1, "max_force_ev_per_a": 4.48, "gap_ev": [6.92, 6.90], "e_homo_ev": [-7.13, -7.14]}